[1]
A molecular structure, C19H38BeFO16 at a distorted geometry, computed with the ωB97M-V functional and the def2-TZVPD basis.

Structure (XYZ):
```
75
Properties=species:S:1:pos:R:3:forces:R:3
Be 1.54902 -0.26187 1.00788 -3.9 1.7 -0.9
F -0.57191 0.91232 0.55149 2.3 -1.5 0.4
C -0.08379 -4.71382 0.33654 1.6 -1.5 0.1
C -0.99448 -3.56742 0.01377 -0.7 0.0 0.3
C -0.71388 -2.67133 1.17916 -0.3 0.2 0.8
O 0.72235 -2.77582 1.34181 0.1 3.0 0.3
C 1.11417 -4.09817 1.10432 0.0 -0.5 -0.8
H 0.23459 -5.20804 -0.58132 0.1 -0.1 0.1
H -0.41263 -5.49512 1.02176 -1.0 0.1 -0.3
H -2.04044 -3.87411 0.01148 0.0 0.1 -0.3
H -0.70342 -3.14649 -0.94862 -0.2 0.2 0.1
H -1.19919 -3.07008 2.06999 0.1 -0.6 0.3
H -1.08221 -1.64685 1.23275 0.7 0.3 -0.9
H 1.29725 -4.56734 2.07099 0.0 -0.3 0.0
H 2.03988 -4.11618 0.52912 0.0 0.1 0.0
C -0.03478 3.87523 2.26435 -1.3 0.0 -0.7
O 1.28466 4.23736 1.87227 1.6 -0.5 -0.5
C 2.18764 3.27158 1.72008 1.0 -0.7 0.7
O 1.97379 2.06460 1.90466 0.1 0.5 -0.6
O 3.43122 3.80585 1.47849 -2.5 -0.3 0.2
C 4.56220 2.96514 1.39920 1.0 -0.9 -0.4
H -0.56471 3.33050 1.48297 0.6 -0.9 0.1
H -0.64916 4.77499 2.23143 0.6 0.4 0.8
H -0.04277 3.35457 3.22192 0.0 0.1 -0.2
H 5.01817 3.00168 0.40983 -0.3 0.5 -0.2
H 4.39938 1.89762 1.54754 -0.6 0.2 0.4
H 5.32319 3.28869 2.10935 -0.3 0.2 0.1
C -0.50883 -0.46952 -2.82467 -0.9 0.4 1.0
O 0.55008 -1.25819 -3.33624 0.9 -0.3 0.1
C 1.56616 -1.55262 -2.53432 0.0 -0.8 -1.0
O 1.67308 -1.31375 -1.33732 0.3 -0.2 -0.2
O 2.45655 -2.25929 -3.30732 -2.9 2.3 0.7
C 3.64526 -2.60718 -2.69764 0.7 -1.1 0.0
H -0.29276 0.59607 -2.90169 0.3 -0.2 0.0
H -0.68157 -0.74012 -1.78302 0.0 0.3 0.1
H -1.43597 -0.64453 -3.37047 0.4 -0.3 -0.3
H 4.12759 -1.76609 -2.19963 0.1 -0.2 0.1
H 4.20339 -2.96940 -3.56100 0.6 0.0 0.5
H 3.39553 -3.43487 -2.03380 0.7 0.0 0.4
C -2.34367 0.51863 3.38847 0.6 2.2 -0.6
O -1.74120 -0.41903 4.29331 -1.3 0.0 -0.5
C -0.56985 -0.97270 4.10941 1.3 0.0 -1.2
O 0.26751 -0.67968 3.22015 -1.3 -0.7 1.8
O -0.49578 -1.91243 5.07890 1.0 -0.1 -0.5
C 0.56850 -2.89435 5.05750 0.3 -0.5 -1.4
H -2.40089 0.34494 2.31392 0.7 -1.1 0.1
H -1.78150 1.44957 3.46205 0.3 0.0 0.0
H -3.35378 0.84117 3.64093 0.0 -1.0 1.0
H 1.23202 -2.71103 4.21238 0.4 0.6 0.4
H 0.20661 -3.87956 4.76339 -0.9 0.1 0.3
H 1.10028 -3.05574 5.99519 -0.3 0.8 0.1
C 4.42631 1.32763 -2.86264 -0.9 -1.1 0.5
O 3.39815 2.33271 -2.86675 -1.3 -0.2 0.5
C 2.27134 2.13855 -2.11781 0.0 0.7 1.5
O 2.17570 1.39952 -1.10347 0.3 1.7 -2.9
O 1.32504 3.03763 -2.57571 2.6 -1.7 0.8
C 0.12669 3.18002 -1.81956 -0.6 -1.1 0.4
H 4.86699 1.18121 -1.87651 0.2 0.5 0.0
H 5.15540 1.50733 -3.65273 -0.2 0.5 0.3
H 3.94905 0.37040 -3.07249 0.0 -0.1 -0.3
H -0.18847 4.22317 -1.84416 0.1 -0.2 -0.2
H 0.19665 2.79040 -0.80397 0.4 0.2 0.1
H -0.57369 2.47770 -2.27157 -0.5 0.6 -0.1
C -6.38729 1.91527 -3.90131 0.5 0.7 -1.4
O -6.22663 1.68436 -2.52927 1.6 -0.9 1.9
C -5.08437 1.11693 -2.03375 1.9 -1.2 -1.3
O -4.12662 0.59849 -2.70082 -3.9 2.2 2.9
O -5.18901 1.19718 -0.64994 -1.1 1.1 -2.9
C -4.26469 0.55637 0.14541 1.6 -1.3 0.5
H -7.14415 2.69140 -4.01486 -0.3 -0.4 0.3
H -6.63508 1.02623 -4.48123 -0.1 -0.1 0.3
H -5.50683 2.37224 -4.35305 0.3 -0.3 0.2
H -4.29698 -0.51198 -0.06831 0.1 -0.2 0.2
H -4.46762 0.73092 1.20203 -0.6 0.1 -0.2
H -3.23087 0.87857 0.02091 0.1 0.2 -0.5
```
Positions in Å, forces in eV/Å.

Calculated values
Net charge: +1
Molecular weight, g/mol: 550.51
Multiplicity: 1
Energy relative to the best compared isomer or geometry (same formula, charge and spin), kcal/mol: 0.0
Frontier orbital gap, eV: 6.6

[2]
A molecular structure, C19H38Cl18NO4S at a distorted geometry, computed with the ωB97M-V functional and the def2-TZVPD basis.

Structure (XYZ):
```
81
Properties=species:S:1:pos:R:3:forces:R:3
C -2.19629 0.84557 -2.71357 0.8 -0.6 0.8
C -1.66997 0.58721 -1.28264 -0.1 -0.5 -1.3
O -2.64881 0.84869 -0.29557 0.5 0.1 -0.2
C -2.42855 0.12902 0.88395 0.1 0.2 1.4
C -0.93891 0.15954 1.32885 -0.6 0.2 -0.1
O -0.77085 -0.33073 2.68436 2.2 1.1 -0.7
C -0.11192 0.59831 3.52946 1.2 -0.9 -1.7
S 1.69263 0.88281 3.03843 0.5 0.2 0.1
C 2.23334 -0.52920 2.00989 -0.7 -0.6 0.4
C 3.64811 -1.00098 2.41190 -3.2 -3.3 -1.1
O 4.53219 -0.28875 2.53777 4.2 4.1 0.8
C 1.72274 2.44827 2.11951 0.3 1.3 -0.1
C 3.15267 2.95748 1.77258 -0.9 -1.2 -1.2
C 2.93749 4.24325 0.92260 0.6 -3.9 -1.2
N 2.87213 4.23046 -0.48002 -0.2 -0.8 -0.2
O 2.79754 5.21726 1.50853 -0.5 5.2 3.0
H -2.77842 1.76271 -2.79257 0.0 -0.2 0.0
H -1.30020 0.91598 -3.34267 -0.3 0.1 -0.1
H -2.72928 -0.05367 -3.02868 -0.4 0.4 -0.1
H -0.73633 1.16307 -1.16220 -0.3 0.1 0.4
H -1.40020 -0.48119 -1.23546 0.1 0.2 0.0
H -2.96118 0.68289 1.66917 -0.1 -0.2 -0.2
H -2.85135 -0.88638 0.88308 0.4 0.2 -0.4
H -0.66270 1.22161 1.30920 0.2 -0.2 -0.2
H -0.29586 -0.45824 0.69694 0.0 0.3 0.0
H -0.54869 1.59916 3.58255 0.2 0.0 -0.3
H -0.04108 0.16043 4.51417 0.6 0.1 -0.1
H 1.54326 -1.35117 2.25389 -0.1 0.4 -0.1
H 2.15226 -0.33751 0.93600 0.1 0.2 0.1
H 3.80467 -2.09376 2.54811 -0.4 0.8 -0.6
H 1.14935 2.45618 1.18619 -0.2 -0.5 0.3
H 1.25065 3.20135 2.79851 0.2 -0.8 -0.3
H 3.74771 3.17137 2.65660 0.0 0.0 -0.1
H 3.60395 2.18783 1.13090 0.3 0.1 0.4
H 2.49302 3.36241 -0.82940 0.3 -0.3 -0.3
H 3.77801 4.41432 -0.88713 0.0 0.2 -0.2
C -0.49073 6.78110 2.66018 0.2 0.3 0.0
Cl -0.89651 7.40394 1.06487 0.0 0.0 0.0
Cl -0.90089 5.06260 2.82205 0.0 -0.2 0.1
H 0.57400 6.90242 2.82442 0.0 -0.1 -0.1
H -1.04751 7.34019 3.40257 -0.1 -0.1 0.0
C -3.40552 0.36820 5.59876 0.0 0.0 0.2
Cl -2.20835 -0.02184 4.33801 -4.3 -0.5 2.2
Cl -2.96545 1.84843 6.46370 0.0 -0.1 0.0
H -4.37385 0.50933 5.13098 0.1 0.1 -0.1
H -3.45423 -0.45121 6.30863 0.1 0.0 0.0
C -3.64051 -4.24417 0.95340 0.3 -0.3 0.0
Cl -2.78397 -4.64281 -0.54725 -0.1 0.3 0.1
Cl -4.57867 -2.73820 0.88167 0.0 -0.2 -0.1
H -4.32835 -5.05545 1.16397 0.0 0.1 0.0
H -2.91328 -4.14938 1.76124 -0.3 0.1 -0.8
C -3.96905 -3.43210 4.80634 -0.2 0.1 0.1
Cl -5.48486 -4.29696 5.05021 0.0 0.1 0.0
Cl -2.80182 -4.41538 3.90599 0.3 0.0 0.9
H -4.16739 -2.52599 4.24376 0.0 -0.1 -0.1
H -3.54506 -3.18490 5.77294 0.1 -0.1 0.0
C 0.98268 -1.30945 -7.44514 -0.2 0.3 0.3
Cl 1.16189 0.29030 -6.72240 0.0 0.2 0.0
Cl 0.80663 -2.55118 -6.19561 -0.1 -0.2 0.0
H 0.10225 -1.31869 -8.08183 0.2 0.0 0.5
H 1.85836 -1.52603 -8.03051 0.2 0.1 0.1
C 2.01322 -3.61913 5.19753 0.0 -0.2 0.1
Cl 2.78508 -3.60506 3.60394 -0.5 -0.9 0.6
Cl 0.93284 -2.23316 5.40034 0.0 0.0 0.0
H 1.43626 -4.53075 5.29903 -0.1 0.1 -0.1
H 2.78266 -3.57953 5.95924 0.0 0.1 -0.1
C 2.23263 3.79841 -4.46147 0.1 0.1 -0.2
Cl 1.98386 3.95237 -6.20284 0.1 0.0 0.1
Cl 1.50976 2.30845 -3.83990 0.0 -0.1 0.2
H 3.29670 3.78167 -4.25619 0.0 -0.1 -0.1
H 1.77338 4.63781 -3.96606 -0.2 0.1 0.1
C 1.21117 -4.19611 -2.79412 0.0 -0.1 -0.2
Cl -0.50465 -4.44592 -3.10898 0.1 0.0 -0.1
Cl 1.47297 -3.34287 -1.25725 0.1 0.0 0.0
H 1.70334 -5.16006 -2.74507 0.0 0.0 0.2
H 1.63382 -3.60488 -3.59886 -0.1 0.1 0.1
C 0.85263 -2.50121 -10.99257 0.0 0.0 -0.1
Cl 1.96365 -3.15414 -9.77744 0.1 -0.3 -0.4
Cl -0.51640 -1.66846 -10.24112 -0.2 -0.1 -0.6
H 1.39028 -1.79754 -11.61665 0.0 0.1 0.1
H 0.47589 -3.31827 -11.59573 -0.1 -0.1 0.1
```
Positions in Å, forces in eV/Å.

Calculated values
Net charge: +1
Molecular weight, g/mol: 1014.74
Multiplicity: 1
Frontier orbital gap, eV: 9.5

[3]
3 unconnected molecules or ions with the total composition C19H38F13I2N2O7P3S4 at a distorted geometry, computed with the ωB97M-V functional and the def2-TZVPD basis.

Structure (XYZ):
```
88
Properties=species:S:1:pos:R:3:forces:R:3
C 2.91078 3.94791 3.67376 -0.2 -0.1 0.1
C 1.67482 3.47369 2.88465 0.3 -0.5 0.7
I 0.08719 3.18648 4.33990 -0.4 0.6 -0.2
C 2.01263 2.18446 2.10717 -0.4 0.4 -0.2
I 1.91431 0.46409 3.40788 0.4 -0.5 -0.2
C 1.35403 1.82835 0.74567 0.0 -0.6 -0.5
C -0.15597 2.01480 0.54379 -0.3 0.4 0.3
O -0.54578 3.30088 1.01319 0.0 -0.5 0.5
C -1.89969 3.64819 1.04028 -0.5 0.4 -0.2
C -2.62993 3.58164 -0.31556 -0.4 0.2 0.1
C -4.10910 3.20218 -0.18160 0.0 0.2 0.0
C -4.97670 4.23821 0.52060 -0.3 -0.2 0.1
O -4.88129 4.14261 1.94678 0.1 0.2 -0.1
P -1.91605 5.41701 1.68864 0.9 -0.1 0.1
S -0.24606 6.44517 1.72453 0.1 -0.1 -0.1
P -1.08249 0.43626 1.04187 1.0 -0.6 -0.2
O -2.34625 0.48253 -0.04598 -0.3 0.3 0.1
O -1.77898 0.88030 2.42432 -0.6 0.2 -0.2
N 2.10773 2.24594 -0.47586 0.4 0.4 1.1
C 3.34564 1.45830 -0.62631 -0.3 0.2 -0.4
C 3.18794 0.31884 -1.65643 0.1 0.1 0.2
C 3.31570 -1.04255 -1.01682 -0.2 0.1 0.1
F 4.48213 -1.15369 -0.32141 -0.1 0.0 -0.1
F 2.29611 -1.22474 -0.12515 0.2 0.0 0.0
C 3.25167 -2.20174 -2.03603 0.4 0.1 -0.1
F 2.02714 -2.24333 -2.58479 -0.1 0.0 0.1
F 4.13682 -1.91021 -3.02388 -0.1 0.0 0.0
C 3.66765 -3.64372 -1.57619 0.0 0.1 0.0
F 4.98942 -3.64074 -1.38115 0.2 -0.1 0.1
F 3.38744 -4.44636 -2.61616 0.0 0.0 -0.2
C 2.95028 -4.16628 -0.29802 0.0 -0.2 -0.4
F 1.66716 -3.84592 -0.40205 -0.5 0.0 -0.1
F 3.46484 -3.56160 0.75056 0.3 0.2 0.5
S 3.01835 -6.06066 -0.01477 0.0 0.2 0.1
F 4.33121 -6.17116 -0.89508 0.0 -0.2 0.0
F 2.11143 -6.25466 -1.30606 0.0 -0.1 0.0
F 1.71713 -5.96836 0.88390 0.0 -0.1 0.0
F 3.90948 -5.89888 1.27978 0.0 -0.1 -0.1
F 3.03330 -7.62395 0.17739 0.0 0.1 0.0
P 2.41735 3.88591 -0.97050 0.3 -0.3 -0.3
N 3.37105 4.63080 0.27170 -0.5 0.1 -0.1
O 0.96824 4.52484 -0.64646 0.4 0.2 -0.5
H 3.36947 4.82062 3.20889 0.1 0.0 -0.1
H 3.64095 3.14028 3.75451 0.1 0.1 -0.1
H 2.65953 4.21665 4.69647 0.0 0.2 -0.1
H 1.25735 4.24872 2.25741 -0.1 0.0 -0.2
H 3.08437 2.20955 1.92056 0.0 0.1 -0.1
H 1.47444 0.74223 0.71504 -0.1 0.0 -0.1
H -0.27996 1.98616 -0.54986 0.1 0.0 -0.1
H -2.46937 3.08613 1.78572 0.2 -0.2 0.0
H -2.15762 2.86036 -0.97935 0.2 0.1 0.1
H -2.58914 4.55111 -0.82210 0.2 -0.1 -0.1
H -4.52132 3.06750 -1.18593 0.1 -0.1 0.0
H -4.19700 2.26095 0.36376 0.0 -0.1 -0.1
H -6.02020 4.11444 0.21997 0.0 0.0 0.0
H -4.68927 5.25361 0.24468 0.0 0.0 -0.1
H -5.65576 3.68395 2.28318 0.1 0.0 0.0
H -2.82214 6.08404 0.86364 -0.4 -0.1 0.2
H -2.48218 5.32899 2.96157 -0.3 0.0 -0.1
H -2.05215 0.79208 -0.91034 0.0 -0.1 0.0
H -2.43715 0.20448 2.66875 -0.1 -0.2 0.3
H 3.67793 1.07923 0.34078 0.0 -0.1 0.0
H 4.14527 2.11481 -0.98021 0.0 -0.1 0.0
H 2.19876 0.40528 -2.10280 0.0 -0.1 -0.1
H 3.92513 0.42927 -2.44895 0.0 -0.2 0.0
H 2.83365 5.11651 0.98026 0.0 -0.1 0.2
H 4.03137 4.00546 0.71333 0.2 0.1 0.0
H 0.96223 5.32203 -0.09662 -0.4 0.0 0.2
C 0.14192 -8.07121 -4.55806 0.0 -0.1 0.0
S -0.32943 -6.47386 -5.23330 0.0 0.0 0.1
O -0.49496 -6.65411 -6.69707 0.0 0.0 -0.1
C 1.26613 -5.69195 -4.97726 0.1 0.0 0.1
H -0.71177 -8.73712 -4.66182 0.0 0.0 0.0
H 0.98972 -8.46433 -5.11874 0.0 0.0 0.0
H 0.39508 -7.95807 -3.50364 0.0 0.0 0.0
H 2.03628 -6.25311 -5.50640 0.0 0.0 0.0
H 1.48268 -5.65602 -3.90988 0.0 0.0 0.0
H 1.20916 -4.68003 -5.37239 0.0 0.0 0.0
C -6.40741 -1.54794 3.08416 -0.1 0.0 0.0
S -5.00123 -1.83624 2.00800 -0.1 0.0 -0.2
O -3.80658 -1.31305 2.72498 0.3 0.3 0.1
C -5.42951 -0.60595 0.77617 -0.1 0.0 -0.1
H -6.29841 -2.19607 3.95070 0.0 0.0 0.0
H -6.41494 -0.50469 3.39923 0.0 0.0 0.0
H -7.32405 -1.79801 2.55048 0.0 0.0 0.0
H -5.50396 0.37021 1.25650 0.0 0.0 0.0
H -6.37373 -0.87988 0.30531 0.0 0.0 0.0
H -4.63143 -0.59244 0.03697 0.0 0.0 0.0
```
Positions in Å, forces in eV/Å.

Calculated values
Net charge: 0
Molecular weight, g/mol: 1128.49
Multiplicity: 1
Frontier orbital gap, eV: 8.3

Question: Which formula does entry 1 have?
Answer: C19H38BeFO16